Formula: C20H23O3PS2
Source: OMol25
Level of theory: ωB97M-V/def2-TZVPD

Last column: natural (NBO) charge in e.
Element x y z (Å)
C 4.6307 2.5696 2.8692  -0.6177
C 3.8428 1.4172 2.2874  -0.0719
O 2.4800 1.8730 2.1999  -0.5454
C 1.6297 1.2096 1.3466  0.7315
C 0.2939 1.5827 1.7031  -0.9593
P -1.0603 0.9617 0.8154  1.9043
C -1.1476 -0.7552 1.3815  -0.3089
C -0.6121 -1.1437 2.6112  -0.2345
C -0.6475 -2.4920 2.9798  -0.2474
C -1.2479 -3.4281 2.1323  -0.2293
C -1.8435 -3.0218 0.9296  -0.2074
C -1.7912 -1.6801 0.5523  -0.2075
C -2.4893 1.8534 1.5124  -0.3144
C -2.7151 1.9035 2.8940  -0.2178
C -3.8705 2.5216 3.3978  -0.2230
C -4.7771 3.1210 2.5123  -0.2099
C -4.5246 3.1263 1.1319  -0.2200
C -3.3740 2.5036 0.6354  -0.2102
O -1.0016 1.0444 -0.6743  -1.1008
O 2.0097 0.4213 0.4696  -0.7306
H 5.6471 2.2593 3.1014  0.1999
H 4.6845 3.3925 2.1502  0.2169
H 4.1472 2.9219 3.7844  0.2168
H 4.2171 1.1157 1.3031  0.1902
H 3.8709 0.5429 2.9511  0.1427
H 0.1706 2.5625 2.1493  0.2429
H -0.1822 -0.4054 3.2905  0.2366
H -0.1984 -2.8122 3.9246  0.2082
H -1.2512 -4.4819 2.4070  0.2067
H -2.3509 -3.7475 0.2891  0.2112
H -2.2586 -1.3360 -0.3722  0.2404
H -2.0020 1.4555 3.5886  0.2190
H -4.0590 2.5323 4.4767  0.2111
H -5.6794 3.5977 2.9017  0.2095
H -5.2240 3.6181 0.4466  0.2128
H -3.1630 2.5109 -0.4358  0.2434
C 5.0719 -4.1432 0.7843  -0.4343
C 4.1823 -4.4149 1.9779  -0.5231
S 2.6050 -3.4907 1.9661  0.4852
C 3.0068 -1.9225 1.5190  -0.4154
S 4.0396 -1.5991 0.2105  0.5254
C 5.4319 -2.6583 0.6907  -0.5500
H 6.0049 -4.7088 0.8957  0.2312
H 4.5952 -4.4774 -0.1457  0.2284
H 3.8789 -5.4683 2.0162  0.2507
H 4.6677 -4.1414 2.9210  0.2347
H 2.4184 -1.1195 1.9455  0.3003
H 5.8187 -2.2713 1.6469  0.2298
H 6.1525 -2.4505 -0.1134  0.2491

As for the energy above the lowest of the compared OMol25 structures with the same formula, charge and spin: 0.0 kcal per mole. The HOMO-LUMO gap comes out at 3.6 eV. The calculation puts the strongest force on any atom at 2.4 eV/A.